[1]
Below is 2 unconnected molecules or ions with the total composition C2H4OS3, with properties calculated with ωB97M-V/def2-TZVPD.

The maximum force comes out at 3.07 eV/A. The LUMO energy is -2.1 eV. The HOMO-LUMO gap is 7.15 eV. As for the energy relative to the best compared isomer or geometry (same formula, charge and spin): 234.9 kJ/mol. Its HOMO energy is -0.3403 Eh. Its electronic energy is -1348.31889 hartree.

Last column: natural (NBO) charge in e.
Element x y z (Å)
1 C 1.46 1.54 0.12  -0.334
2 C 1.36 1.42 1.62  -0.710
3 O 4.34 0.77 -0.80  -0.838
4 S 3.08 -1.28 0.72  -0.303
5 S 0.33 0.99 -0.87  0.117
6 S 3.22 -0.13 -0.87  1.109
7 H 2.23 2.30 -0.26  0.219
8 H 0.68 2.31 1.92  0.254
9 H 2.18 1.64 2.27  0.240
10 H 0.87 0.38 1.81  0.247



[2]
Below is 2 unconnected molecules or ions with the total composition C2H4OS3, with properties calculated with ωB97M-V/def2-TZVPD.

The maximum force comes out at 4.34 eV/A. The LUMO energy is -1.4 eV. The HOMO-LUMO gap is 7.56 eV. As for the energy relative to the best compared isomer or geometry (same formula, charge and spin): 466.7 kJ/mol. Its HOMO energy is -0.3298 Eh. Its electronic energy is -1348.23061 hartree.

Last column: natural (NBO) charge in e.
Element x y z (Å)
1 C 0.51 -0.62 -0.36  -0.487
2 C -0.58 -0.66 1.45  -0.523
3 O -0.16 1.91 0.00  -0.923
4 S 1.24 -1.87 -0.98  0.240
5 S -0.64 0.81 -2.68  -0.404
6 S 0.30 1.00 -1.04  1.402
7 H -0.17 -1.23 2.41  0.230
8 H -1.51 -1.06 1.10  0.205
9 H -0.51 0.42 1.45  0.232
10 H 1.53 1.29 -1.35  0.029



[3]
Below is C2H4OSi in the gas phase, with properties calculated with ωB97M-V/def2-TZVPD.

The maximum force comes out at 6.13 eV/A. The LUMO energy is 0.8 eV. The HOMO-LUMO gap is 9.54 eV. As for the energy relative to the best compared isomer or geometry (same formula, charge and spin): 17.5 kJ/mol. As for the SMILES: O=C=C[SiH3]. Its HOMO energy is -0.3228 Eh. Its electronic energy is -443.26568 hartree.

Last column: natural (NBO) charge in e.
Element x y z (Å)
1 O 0.56 0.91 2.47  -0.446
2 C 0.67 0.82 1.33  0.766
3 C 0.56 0.75 -0.12  -0.986
4 Si -0.53 -0.73 -0.72  0.877
5 H 0.98 1.56 -0.61  0.258
6 H -1.08 -0.66 -2.14  -0.132
7 H -1.61 -0.91 0.26  -0.165
8 H 0.44 -1.75 -0.48  -0.171



[4]
Below is a molecular structure, C2H4OTl, with properties calculated with ωB97M-V/def2-TZVPD.

The maximum force comes out at 3.92 eV/A. As for the charge: +2. The LUMO energy (spin up / spin down) is -14.4 / -14.2 eV. The HOMO-LUMO gap (spin up / spin down) is 9.07 / 8.70 eV. The multiplicity is 2. As for the energy relative to the best compared isomer or geometry (same formula, charge and spin): 312.9 kJ/mol. Its HOMO energy (spin up / spin down) is -0.8635 / -0.8430 Eh. Its electronic energy is -325.31721 hartree.

Last column: Mulliken charge in e.
Element x y z (Å)
1 O 0.64 -1.84 -0.68  -0.062
2 Tl -0.61 -0.48 -0.40  1.378
3 C 0.57 1.49 0.48  -0.481
4 C -0.70 1.67 0.89  -0.581
5 H 1.30 1.01 1.14  0.427
6 H 0.91 1.91 -0.47  0.423
7 H -1.04 1.32 1.87  0.433
8 H -1.42 2.23 0.28  0.463



[5]
Below is C2H4P2 in the gas phase, with properties calculated with ωB97M-V/def2-TZVPD.

The maximum force comes out at 5.57 eV/A. The LUMO energy (spin up / spin down) is -1.0 / -0.4 eV. The HOMO-LUMO gap (spin up / spin down) is 6.55 / 7.73 eV. As for the energy relative to the best compared isomer or geometry (same formula, charge and spin): 307.2 kJ/mol. Its HOMO energy (spin up / spin down) is -0.2768 / -0.2981 Eh. Its electronic energy is -761.13789 hartree.

Last column: natural (NBO) charge in e.
Element x y z (Å)
1 C -1.18 0.82 -0.32  -1.035
2 C 0.74 -1.00 0.28  -0.743
3 P -2.30 -0.30 0.00  0.509
4 P 0.51 0.68 0.44  0.668
5 H -1.14 1.70 -0.94  0.246
6 H 1.81 -1.34 0.36  0.205
7 H 0.10 -1.72 0.54  0.191
8 H 1.46 1.16 -0.36  -0.041



[6]
Below is C2H4P2 in the gas phase, with properties calculated with ωB97M-V/def2-TZVPD.

The maximum force comes out at 3.03 eV/A. The LUMO energy is -1.5 eV. The HOMO-LUMO gap is 6.58 eV. As for the energy relative to the best compared isomer or geometry (same formula, charge and spin): 303.0 kJ/mol. As for the SMILES: C=P1=PC1. Its HOMO energy is -0.2956 Eh. Its electronic energy is -761.13947 hartree.

Last column: natural (NBO) charge in e.
Element x y z (Å)
1 C 0.29 -0.53 1.55  -0.974
2 P -0.15 0.61 0.47  0.589
3 P 0.95 1.18 -1.25  0.341
4 C -0.44 0.07 -1.43  -0.898
5 H -0.42 -0.64 2.35  0.230
6 H 1.32 -0.72 1.90  0.224
7 H -1.39 0.53 -1.34  0.257
8 H -0.17 -0.50 -2.25  0.232



[7]
Below is 2 unconnected molecules or ions with the total composition C2H4P2, with properties calculated with ωB97M-V/def2-TZVPD.

The maximum force comes out at 2.37 eV/A. The LUMO energy is 0.1 eV. The HOMO-LUMO gap is 9.37 eV. As for the energy relative to the best compared isomer or geometry (same formula, charge and spin): 217.5 kJ/mol. As for the SMILES: C#P.C=P. Its HOMO energy is -0.3393 Eh. Its electronic energy is -761.17204 hartree.

Last column: natural (NBO) charge in e.
Element x y z (Å)
1 C -1.24 -1.62 0.39  -0.740
2 P -2.26 -0.54 -0.10  0.513
3 H -0.85 -2.57 0.77  0.230
4 C 0.93 0.73 -0.74  -0.760
5 P 1.50 0.99 0.85  0.404
6 H -0.04 1.11 -1.06  0.207
7 H 1.55 0.24 -1.48  0.213
8 H 0.40 1.65 1.37  -0.067



[8]
Below is 2 unconnected molecules or ions with the total composition C2H4S2, with properties calculated with ωB97M-V/def2-TZVPD.

The maximum force comes out at 2.13 eV/A. The LUMO energy (spin up / spin down) is -1.3 / -0.9 eV. The HOMO-LUMO gap (spin up / spin down) is 6.64 / 7.60 eV. As for the energy relative to the best compared isomer or geometry (same formula, charge and spin): 242.2 kJ/mol. Its HOMO energy (spin up / spin down) is -0.2902 / -0.3107 Eh. Its electronic energy is -874.86790 hartree.

Last column: natural (NBO) charge in e.
Element x y z (Å)
1 C -0.44 0.19 -0.75  -0.010
2 C 0.92 0.27 -0.31  -0.770
3 S -1.43 0.33 -1.93  0.315
4 S -1.80 -0.27 1.65  -0.440
5 H 0.99 0.42 0.77  0.281
6 H 1.43 -0.67 -0.56  0.271
7 H 1.43 1.09 -0.83  0.252
8 H -1.11 -1.36 1.96  0.102